{
  "formula": "C9H19N3O3",
  "method": "ωB97M-V/def2-TZVPD",
  "species": ["C", "C", "N", "C", "O", "C", "N", "C", "C", "C", "C", "N", "C", "O", "O", "H", "H", "H", "H", "H", "H", "H", "H", "H", "H", "H", "H", "H", "H", "H", "H", "H", "H", "H"],
  "xyz": [[0.7455, -0.8909, 2.8307], [1.3229, -1.2004, 1.4294], [0.3853, -1.9239, 0.5647], [-0.6499, -1.4609, -0.1921], [-1.2830, -2.3489, -0.7693], [-0.8882, 0.0547, -0.2384], [0.3322, 0.6646, -0.7891], [-2.1247, 0.3726, -1.0802], [-2.5330, 1.8085, -1.1500], [-1.9238, 2.4771, -2.3817], [-1.3921, 3.9107, -2.1037], [-0.5197, 3.8915, -0.9189], [2.5514, -2.1222, 1.5573], [2.4691, -3.2769, 1.2680], [3.6956, -1.6325, 2.1179], [-0.1792, -0.2897, 2.7684], [1.5343, -0.4095, 3.4308], [0.4524, -1.7688, 3.3488], [1.5757, -0.2416, 0.9152], [0.5592, -2.8991, 0.3973], [-0.9761, 0.4591, 0.7489], [0.5042, 0.3406, -1.7660], [0.1936, 1.6755, -0.7916], [-2.9568, -0.2621, -0.6531], [-1.9514, -0.0917, -2.0687], [-3.6639, 1.9193, -1.1955], [-2.2107, 2.2685, -0.2013], [-1.1528, 1.8055, -2.8270], [-2.6089, 2.4815, -3.1967], [-2.1932, 4.6478, -1.9842], [-0.8535, 4.1767, -2.9759], [-0.9643, 4.3893, -0.1423], [0.2914, 4.4577, -1.1756], [3.5125, -0.7128, 2.4114]],
  "atomic_forces_ev_per_a": [[0.34, 0.72, -0.53], [-0.29, 0.33, -0.64], [0.42, 1.12, 0.51], [0.09, -1.63, 0.49], [-0.27, 1.66, -0.27], [0.21, -0.22, -1.81], [0.41, -0.12, -0.66], [-1.22, -2.71, 0.70], [-1.11, 0.55, -0.10], [0.83, 0.36, 0.38], [-0.90, -1.42, 0.41], [0.54, 0.89, -0.16], [-0.29, 0.02, 0.53], [0.50, -0.26, -0.20], [-1.03, 0.87, -0.02], [0.71, 0.10, -0.05], [-0.54, 0.20, -0.04], [-0.10, -1.11, 0.36], [0.03, -0.66, 0.38], [0.18, -0.27, 0.28], [-0.27, 0.06, 0.82], [-0.33, 0.44, 1.09], [0.16, -0.08, -0.21], [0.69, 0.62, -0.35], [-0.14, 0.35, 0.24], [1.30, -0.22, 0.14], [-0.10, 0.23, -0.43], [0.10, 0.76, 0.71], [-1.04, 0.33, -0.55], [-0.15, -0.28, -0.08], [0.77, 0.59, -0.76], [0.22, -0.31, -0.34], [-0.09, -0.23, 0.48], [0.36, -0.66, -0.31]],
  "mulliken_charge": [-1.2505, 0.0826, -0.1185, 0.3204, -0.7073, 0.2374, -0.5463, -1.0335, -0.5351, -0.7144, -0.8314, -0.5403, 0.5949, -0.5401, -0.4806, 0.3549, 0.2835, 0.3459, 0.3336, 0.2501, 0.2749, 0.2923, 0.2457, 0.3946, 0.3070, 0.3201, 0.3245, 0.3135, 0.5082, 0.2974, 0.4325, 0.2131, 0.2129, 0.3580],
  "homo_lumo_gap_ev": 9.7,
  "homo_energy_ev": -9.20,
  "e_tot_ev": -20254.2824,
  "de_lowest_ev": 0.934
}